1.
Density functional theory data (ωB97M-V/def2-TZVPD) for a single C14H16N2O4S molecule.

Cartesian coordinates (Å):
C 3.348 -3.373 -3.831
C 2.531 -4.478 -3.167
O 2.555 -4.401 -1.757
C 1.817 -3.452 -1.116
C 1.998 -3.387 0.268
C 1.292 -2.487 1.030
C 0.399 -1.599 0.427
C 0.207 -1.672 -0.950
C 0.903 -2.590 -1.714
H 0.713 -2.622 -2.775
H -0.515 -1.024 -1.423
N -0.333 -0.753 1.237
C -0.509 0.481 1.073
N -1.392 1.138 1.907
C -1.399 2.468 2.230
O -2.214 2.939 2.991
C -0.328 3.324 1.579
C -0.310 3.075 0.077
C -1.716 3.218 -0.487
O -2.489 2.319 -0.651
O -1.990 4.494 -0.754
H -2.903 4.593 -1.072
H 0.361 3.769 -0.433
S 0.329 1.402 -0.228
H -0.560 4.368 1.797
H 0.649 3.082 2.003
C -2.358 0.276 2.572
H -1.839 -0.429 3.220
H -3.022 0.910 3.154
H -2.923 -0.278 1.824
H 1.433 -2.442 2.099
H 2.699 -4.069 0.722
H 1.499 -4.477 -3.539
H 2.975 -5.452 -3.391
H 3.338 -3.506 -4.909
H 2.943 -2.393 -3.590
H 4.376 -3.414 -3.479

The LUMO energy comes out at 0.39 eV. The calculation puts the HOMO-LUMO gap at 0.2988 Eh. Its energy above the lowest of the compared OMol25 structures with the same formula, charge and spin is 77.20 kJ/mol. The SMILES is CCOc1ccc(/N=C2\S[C@@H](C(=O)O)CC(=O)N2C)cc1. The total charge is 0.

Atomic partial charges in e from the natural (NBO) method, atoms 1 to 6: number 1, C, carries -0.638; number 2, C, carries -0.061; number 3, O, carries -0.495; number 4, C, carries 0.287; number 5, C, carries -0.248; number 6, C, carries -0.186



2.
Density functional theory data (ωB97M-V/def2-TZVPD) for a single C5H9Cl2NOSi molecule.

Cartesian coordinates (Å):
C 2.783 1.776 0.531
C 1.570 1.546 1.048
C 0.396 1.250 0.173
C 0.095 -1.911 -0.768
C -1.467 -1.611 -0.934
N -0.723 0.888 0.856
O 0.405 1.259 -1.007
Si -2.051 -0.051 -0.061
Cl -2.964 1.303 -1.279
Cl -3.233 -0.708 1.506
H 3.666 1.966 1.226
H 2.837 2.028 -0.513
H 1.528 1.414 2.207
H 0.319 -3.006 -0.963
H 0.666 -1.432 -1.408
H 0.367 -1.622 0.301
H -2.105 -2.453 -0.708
H -1.382 -1.523 -2.079
H -0.708 0.887 1.871

The LUMO energy comes out at 0.57 eV. The calculation puts the HOMO-LUMO gap at 0.3999 Eh. Its energy above the lowest of the compared OMol25 structures with the same formula, charge and spin is 0.00 kJ/mol. The SMILES is C=CC(=O)N[Si](Cl)(Cl)CC. The total charge is 0.

Atomic partial charges in e from the natural (NBO) method, atoms 1 to 6: number 1, C, carries -0.308; number 2, C, carries -0.322; number 3, C, carries 0.643; number 4, C, carries -0.568; number 5, C, carries -0.937; number 6, N, carries -1.005



3.
Density functional theory data (ωB97M-V/def2-TZVPD) for a 2-piece molecular cluster, C2H7NO overall.

Cartesian coordinates (Å):
C -0.947 1.128 0.021
C -1.313 -1.139 0.197
N -0.557 -0.242 -0.250
H -1.886 1.389 -0.467
H -1.068 1.414 1.115
H -0.151 1.808 -0.256
H -1.206 -2.193 -0.102
H -2.315 -0.886 0.656
H 2.750 0.790 -0.385
H 1.516 -0.122 -0.138
O 2.472 -0.030 0.013

The LUMO energy comes out at 0.96 eV. The calculation puts the HOMO-LUMO gap at 0.4133 Eh. Its energy above the lowest of the compared OMol25 structures with the same formula, charge and spin is 119.21 kJ/mol. The SMILES is C=NC.O. The total charge is 0.

Atomic partial charges in e from the natural (NBO) method, atoms 1 to 6: number 1, C, carries -0.463; number 2, C, carries -0.025; number 3, N, carries -0.430; number 4, H, carries 0.205; number 5, H, carries 0.201; number 6, H, carries 0.204



4.
Density functional theory data (ωB97M-V/def2-TZVPD) for a single C13H15N3O3 molecule.

Cartesian coordinates (Å):
C -3.549 -2.559 0.394
C -2.712 -1.324 0.285
C -1.625 -1.114 1.121
C -0.849 0.026 1.006
C -1.147 0.993 0.054
C -2.241 0.789 -0.780
C -3.011 -0.351 -0.664
H -3.856 -0.494 -1.321
H -2.488 1.531 -1.525
C -0.264 2.199 -0.158
O 0.272 2.749 1.017
H 0.429 2.047 1.660
H -0.842 3.006 -0.622
C 0.870 1.828 -1.165
N 1.604 0.674 -0.731
C 1.233 -0.612 -0.944
C 2.128 -1.378 -0.228
N 3.022 -0.577 0.413
C 2.695 0.645 0.104
C 3.419 1.857 0.553
H 4.139 1.565 1.311
H 3.956 2.306 -0.283
H 2.736 2.599 0.962
N 2.135 -2.783 -0.120
O 2.986 -3.317 0.555
O 1.253 -3.374 -0.725
H 0.410 -0.900 -1.564
H 0.421 1.618 -2.138
H 1.551 2.678 -1.252
H -0.002 0.139 1.672
H -1.369 -1.855 1.864
H -3.628 -3.049 -0.575
H -3.119 -3.260 1.104
H -4.556 -2.303 0.722

The LUMO energy comes out at 0.16 eV. The calculation puts the HOMO-LUMO gap at 0.3389 Eh. Its energy above the lowest of the compared OMol25 structures with the same formula, charge and spin is 387.77 kJ/mol. The SMILES is Cc1ccc([C@@H](O)Cn2cc([N+](=O)[O-])nc2C)cc1. The total charge is 0.

Atomic partial charges in e from the natural (NBO) method, atoms 1 to 6: number 1, C, carries -0.629; number 2, C, carries -0.007; number 3, C, carries -0.210; number 4, C, carries -0.159; number 5, C, carries -0.092; number 6, C, carries -0.197



5.
Density functional theory data (ωB97M-V/def2-TZVPD) for a 8-piece molecular cluster, C51H100NO18P overall.

Cartesian coordinates (Å):
C 2.158 -0.386 6.247
C 1.679 -1.176 5.055
O 2.495 -0.921 3.923
C 1.891 -1.385 2.736
C 2.958 -1.847 1.759
O 2.380 -2.032 0.487
C 2.748 -1.055 -0.466
C 2.436 -1.545 -1.867
O 3.608 -1.433 -2.646
C 3.490 -2.012 -3.946
P 4.342 -0.975 -5.317
C 5.216 -0.106 -6.818
N 5.640 1.276 -6.632
C 3.080 0.402 -5.190
C 3.352 1.463 -4.133
C 2.158 2.432 -3.884
C 1.304 2.693 -5.112
C 1.287 1.997 -2.715
C 5.968 -1.073 -4.410
C 6.514 -2.520 -4.422
C 7.982 -2.541 -4.041
O 6.200 -3.238 -5.624
C 7.200 -3.250 -6.626
C 6.664 -3.669 -7.967
C 7.343 -4.669 -8.671
C 6.941 -5.058 -9.954
C 5.846 -4.456 -10.566
C 5.150 -3.467 -9.867
C 5.555 -3.088 -8.580
H 3.137 -0.728 6.563
H 1.453 -0.540 7.059
H 2.173 0.676 6.019
H 1.668 -2.238 5.306
H 0.647 -0.889 4.832
H 1.314 -0.589 2.257
H 1.224 -2.226 2.929
H 3.394 -2.784 2.101
H 3.753 -1.098 1.756
H 2.267 -0.095 -0.266
H 3.824 -0.879 -0.412
H 2.101 -2.582 -1.826
H 1.636 -0.932 -2.286
H 3.944 -3.008 -3.915
H 2.443 -2.164 -4.223
H 4.019 -2.060 -6.182
H 4.544 -0.169 -7.677
H 6.094 -0.696 -7.088
H 6.024 1.446 -5.715
H 4.909 1.937 -6.836
H 2.969 0.824 -6.181
H 2.135 -0.077 -4.938
H 3.595 1.003 -3.179
H 4.194 2.091 -4.402
H 2.596 3.393 -3.614
H 1.882 3.080 -5.950
H 0.781 1.807 -5.464
H 0.541 3.437 -4.898
H 0.703 1.109 -2.942
H 1.898 1.856 -1.826
H 0.572 2.784 -2.479
H 6.726 -0.443 -4.871
H 5.890 -0.776 -3.367
H 5.986 -3.050 -3.634
H 8.555 -1.854 -4.660
H 8.413 -3.531 -4.137
H 8.095 -2.196 -3.019
H 7.961 -3.982 -6.365
H 7.658 -2.270 -6.756
H 8.198 -5.162 -8.232
H 7.479 -5.828 -10.487
H 5.517 -4.729 -11.555
H 4.300 -2.972 -10.308
H 4.978 -2.325 -8.085
O 1.063 -4.725 5.083
C 0.702 -5.348 4.122
O -0.183 -4.775 3.287
C -0.558 -5.330 2.023
C -1.685 -6.332 2.157
C 1.165 -6.762 3.862
H 0.313 -5.747 1.513
H -0.891 -4.479 1.432
H -1.389 -7.193 2.758
H -1.993 -6.688 1.174
H -2.542 -5.868 2.644
H 0.526 -7.444 4.421
H 2.184 -6.857 4.229
H 1.159 -7.048 2.813
O -0.592 -3.722 -8.013
C 0.145 -4.542 -7.541
O 1.362 -4.153 -7.117
C 2.245 -5.006 -6.386
C 3.099 -5.873 -7.288
C -0.232 -6.005 -7.471
H 1.699 -5.599 -5.650
H 2.901 -4.335 -5.832
H 2.494 -6.555 -7.887
H 3.801 -6.463 -6.698
H 3.667 -5.248 -7.978
H 0.014 -6.471 -8.424
H -1.305 -6.070 -7.316
H 0.256 -6.555 -6.671
O -4.324 -2.624 2.704
C -3.753 -1.703 3.224
O -4.019 -0.455 2.799
C -3.515 0.715 3.455
C -2.125 1.077 2.976
C -2.693 -1.919 4.278
H -3.562 0.600 4.539
H -4.212 1.511 3.194
H -1.400 0.296 3.210
H -1.793 2.004 3.444
H -2.125 1.210 1.894
H -1.744 -2.114 3.777
H -2.964 -2.795 4.861
H -2.569 -1.090 4.970
O -4.703 3.617 8.116
C -5.636 3.403 7.393
O -6.056 2.131 7.238
C -7.258 1.797 6.538
C -7.027 1.733 5.045
C -6.301 4.503 6.597
H -8.063 2.487 6.800
H -7.548 0.820 6.922
H -6.717 2.698 4.646
H -7.934 1.421 4.527
H -6.234 1.021 4.814
H -5.745 4.649 5.671
H -6.256 5.418 7.184
H -7.343 4.314 6.354
O 4.179 -1.895 8.766
C 5.322 -1.844 8.413
O 6.175 -1.039 9.083
C 7.582 -1.026 8.843
C 7.956 -0.103 7.702
C 5.809 -2.593 7.193
H 7.958 -2.040 8.694
H 8.020 -0.663 9.772
H 7.521 -0.432 6.759
H 9.040 -0.063 7.585
H 7.589 0.904 7.899
H 5.600 -1.989 6.310
H 5.248 -3.521 7.122
H 6.867 -2.842 7.212
O -5.831 3.693 2.591
C -6.523 4.480 2.002
O -6.985 5.551 2.667
C -7.682 6.629 2.027
C -9.164 6.361 1.888
C -6.942 4.251 0.569
H -7.216 6.870 1.071
H -7.520 7.487 2.678
H -9.358 5.496 1.252
H -9.673 7.222 1.457
H -9.601 6.150 2.865
H -7.823 3.610 0.565
H -6.133 3.737 0.058
H -7.163 5.161 0.018
O -11.577 8.244 1.151
C -11.890 9.257 1.716
O -11.045 10.303 1.671
C -11.381 11.602 2.169
C -11.107 11.731 3.653
C -13.156 9.354 2.533
H -12.411 11.856 1.915
H -10.743 12.286 1.613
H -11.722 11.046 4.237
H -11.310 12.747 3.989
H -10.064 11.495 3.863
H -12.956 8.966 3.531
H -13.912 8.732 2.061
H -13.558 10.361 2.618

The LUMO energy comes out at 0.50 eV. The calculation puts the HOMO-LUMO gap at 0.2828 Eh. The SMILES is CCOCCOCCOC[PH](CN)(CCC(C)C)C[C@H](C)OCc1ccccc1.CCOC(C)=O.CCOC(C)=O.CCOC(C)=O.CCOC(C)=O.CCOC(C)=O.CCOC(C)=O.CCOC(C)=O. The total charge is 0.

Atomic partial charges in e from the Mulliken method, atoms 1 to 6: number 1, C, carries -1.217; number 2, C, carries 0.580; number 3, O, carries -0.427; number 4, C, carries 0.311; number 5, C, carries -0.690; number 6, O, carries -0.211



6.
Density functional theory data (ωB97M-V/def2-TZVPD) for C27H27BrMoN4O3S as an isolated structure.

Cartesian coordinates (Å):
Mo 0.342 -0.760 0.773
Br 6.173 4.093 1.050
C 4.890 2.722 0.864
C 5.282 1.458 0.408
C 4.360 0.446 0.266
C 3.020 0.669 0.579
O 2.125 -0.298 0.450
C 2.620 1.933 1.043
C 1.267 2.212 1.366
N 0.266 1.379 1.363
C -1.000 1.880 1.759
C -1.270 3.128 2.272
C -2.571 3.498 2.646
C -3.610 2.620 2.527
C -3.370 1.320 2.034
C -4.380 0.345 1.957
C -4.059 -0.920 1.539
C -2.746 -1.195 1.171
N -1.762 -0.301 1.186
C -2.061 0.958 1.640
C 3.575 2.960 1.172
H 6.322 1.283 0.164
H 4.663 -0.532 -0.085
H 1.085 3.244 1.643
H -0.493 3.859 2.439
H -2.734 4.489 3.047
H -4.613 2.896 2.823
H -5.391 0.600 2.249
H -4.798 -1.706 1.492
H -2.501 -2.205 0.882
H 3.268 3.939 1.520
O -2.037 2.742 7.160
C -1.205 2.807 6.122
O -0.816 3.858 5.691
C -0.731 1.516 5.514
C -1.599 0.458 5.269
C -1.185 -0.610 4.483
C 0.104 -0.614 3.969
S 0.574 -1.815 2.734
C 1.017 0.377 4.321
C 0.588 1.456 5.067
H -2.111 1.853 7.528
H -2.621 0.490 5.628
H -1.872 -1.413 4.249
H 2.040 0.326 3.967
H 1.257 2.277 5.294
C 0.651 -4.698 0.795
C 1.392 -3.951 -0.304
C 1.204 -4.628 -1.656
C 2.864 -3.778 0.047
N 0.868 -2.530 -0.420
N -0.542 -2.334 -0.450
H 1.153 -5.651 0.957
H -0.378 -4.952 0.522
H 0.664 -4.164 1.743
H 1.582 -5.649 -1.608
H 1.756 -4.110 -2.443
H 0.150 -4.689 -1.939
H 3.339 -4.756 0.103
H 2.979 -3.279 1.009
H 3.386 -3.199 -0.718
H 1.264 -2.128 -1.269
H -0.982 -3.120 0.026
H -0.946 -2.234 -1.380

The LUMO energy (spin up / spin down) comes out at -7.33 / -7.32 eV. The calculation puts the HOMO-LUMO gap (spin up / spin down) at 0.2371 / 0.2373 Eh. Its energy above the lowest of the compared OMol25 structures with the same formula, charge and spin is 63.22 kJ/mol. The total charge is +2.

Atomic partial charges in e from the natural (NBO) method, atoms 1 to 6: number 1, Mo, carries 1.134; number 2, Br, carries 0.147; number 3, C, carries -0.109; number 4, C, carries -0.145; number 5, C, carries -0.234; number 6, C, carries 0.332



7.
Density functional theory data (ωB97M-V/def2-TZVPD) for C10H20NO7Tl as an isolated structure.

Cartesian coordinates (Å):
Tl 0.098 1.530 -2.023
C 2.089 -3.046 -3.160
C 1.827 -1.551 -3.426
O 0.655 -1.111 -3.245
O 2.743 -0.831 -3.921
H 2.581 -3.041 -2.188
H 2.720 -3.430 -3.962
H 1.138 -3.570 -3.061
C -4.690 0.211 -0.995
C -3.254 0.636 -1.186
O -2.395 -0.103 -1.714
O -2.861 1.747 -0.739
H -4.784 -0.824 -1.323
H -5.321 0.823 -1.640
H -4.994 0.199 0.051
C 3.174 -0.738 1.244
C 3.296 -0.293 -0.202
O 2.576 0.600 -0.686
O 4.054 -0.956 -0.921
H 2.920 -1.789 1.384
H 2.299 -0.290 1.716
H 4.086 -0.544 1.807
C -0.795 2.536 3.290
C -0.186 1.862 1.965
C -0.518 0.349 1.812
O -0.148 -0.070 0.447
C -0.110 -1.503 0.290
N -0.544 2.707 0.845
H -0.712 1.845 4.128
H -1.828 2.811 3.076
H -0.298 3.481 3.509
H 0.884 1.857 2.171
H -1.574 0.212 2.046
H 0.084 -0.244 2.500
H 0.586 -2.070 0.908
H 0.097 -1.707 -0.761
H -1.062 -1.996 0.485
H -0.332 3.691 0.931
H -1.504 2.606 0.548

The LUMO energy (spin up / spin down) comes out at 2.73 / -0.39 eV. The calculation puts the HOMO-LUMO gap (spin up / spin down) at 0.2824 / 0.1548 Eh. Its multiplicity is 2. The total charge is -1.

Atomic partial charges in e from the natural (NBO) method, atoms 1 to 6: number 1, Tl, carries 0.875; number 2, C, carries -0.727; number 3, C, carries 0.755; number 4, O, carries -0.621; number 5, O, carries -0.271; number 6, H, carries 0.262



8.
Density functional theory data (ωB97M-V/def2-TZVPD) for a 2-piece molecular cluster, CBrClN2O4 overall.

Cartesian coordinates (Å):
C -0.637 -0.452 -0.100
N -1.577 0.597 -0.221
N 0.686 -0.086 0.239
O -1.214 1.569 -0.783
O -2.676 0.424 0.324
O 1.470 -1.004 0.213
O 0.905 1.026 0.581
Cl 4.147 0.084 -0.030
Br -1.105 -2.160 -0.225

The LUMO energy (spin up / spin down) comes out at -3.46 / -3.45 eV. The calculation puts the HOMO-LUMO gap (spin up / spin down) at 0.2640 / 0.3021 Eh. Its energy above the lowest of the compared OMol25 structures with the same formula, charge and spin is 262.37 kJ/mol. The total charge is 0.

Atomic partial charges in e from the natural (NBO) method, atoms 1 to 6: number 1, C, carries 0.082; number 2, N, carries 0.452; number 3, N, carries 0.461; number 4, O, carries -0.282; number 5, O, carries -0.359; number 6, O, carries -0.369



Number 1: largest force on an atom 1.10 eV/A, electronic energy -1351.77194 hartree. Number 2: largest force on an atom 6.77 eV/A, electronic energy -1535.90228 hartree. Number 3: largest force on an atom 2.07 eV/A, electronic energy -210.35334 hartree. Number 4: largest force on an atom 2.00 eV/A, electronic energy -894.28812 hartree. Number 5: largest force on an atom 0.81 eV/A, electronic energy -3753.55712 hartree. Number 6: largest force on an atom 1.16 eV/A, electronic energy -4529.76444 hartree. Number 7: largest force on an atom 2.87 eV/A, electronic energy -1146.95511 hartree. Number 8: largest force on an atom 2.96 eV/A, electronic energy -3482.44034 hartree.